Record 1
Here is a 2-piece molecular cluster, C2H5ClS overall at a distorted geometry from OMol25. Energies are from wB97M-V/def2-TZVPD.

The calculation puts the HOMO energy (spin up / spin down) at -7.581 / -9.615 eV. As for the strongest force on any atom: 0.0532 Eh/bohr. Its multiplicity is 3. Its LUMO energy (spin up / spin down) is 0.8 / -2.5 eV. The net charge is 0. The calculation puts the frontier orbital gap (spin up / spin down) at 8.390 / 7.155 eV. For the calculated total energy, the calculation gives -937.44087 Ha.

Element x y z (Å)
C  0.6374  1.2452  -0.1160
C  1.0012  -0.1753  0.1871
S  -0.7314  -1.8054  -1.8117
Cl  2.3921  -1.0171  -0.0063
H  1.3714  1.9648  0.1232
H  0.3820  1.3026  -1.1719
H  -0.3996  1.2952  0.2701
H  0.1571  -0.7079  0.6132
H  0.2442  -2.7526  -1.3759


Record 2
Here is C44H59BN11 as an isolated structure at a distorted geometry from OMol25. Energies are from wB97M-V/def2-TZVPD.

The calculation puts the HOMO energy at -5.043 eV. As for the strongest force on any atom: 0.2518 Eh/bohr. Its LUMO energy is 2.4 eV. The net charge is -1. The calculation puts the frontier orbital gap at 7.443 eV. For the calculated total energy, the calculation gives -2338.29739 Ha.

Element x y z (Å)
B  14.9150  9.5980  2.3790
H  14.9270  10.3810  3.2230
H  16.0760  9.1220  2.2620
H  14.0570  8.6780  2.4100
H  14.7670  10.0950  1.3110
N  16.8810  12.2210  1.9320
C  16.8620  13.6200  2.1150
C  18.0810  14.1220  1.3590
C  18.9340  12.8710  1.0310
C  18.0710  11.7530  1.3720
H  16.1860  11.4250  2.3620
H  16.2430  14.4270  2.5490
H  18.3750  15.2280  1.0620
H  19.9550  12.7470  0.8210
H  18.1580  10.6240  1.1840
N  13.3190  8.1090  0.3340
C  13.6730  6.7500  0.0650
C  12.5780  6.2330  -0.9380
C  11.6650  7.3490  -1.2010
C  12.1900  8.4560  -0.2470
H  13.8300  8.6820  1.1670
H  14.4760  6.3280  0.5930
H  12.5960  5.1300  -1.2020
H  10.8070  7.2750  -1.8320
H  11.7200  9.4380  -0.1050
N  12.0080  13.5020  1.4220
C  13.1510  13.4220  0.7350
C  13.2830  14.6520  -0.0260
C  12.0930  15.4170  0.2830
C  11.2420  14.7020  1.1690
H  11.7060  12.8390  2.1670
H  13.8690  12.6570  1.0400
H  13.9810  14.9350  -0.7610
H  11.6740  16.3440  -0.3870
H  10.2330  15.0390  1.6450
N  18.7500  5.5470  2.6580
C  18.6920  4.3720  1.8310
C  18.3080  4.8990  0.4930
C  18.2010  6.4710  0.4820
C  18.5050  6.7760  1.9240
H  18.9570  5.6190  3.5170
H  18.8660  3.4260  2.1670
H  18.0180  4.2820  -0.3070
H  17.8530  7.1950  -0.2000
H  18.6230  7.7780  2.1510
N  15.7840  4.5310  2.9760
C  16.0960  3.4420  3.7680
C  14.7590  2.9530  4.3800
C  13.6600  3.9330  3.7630
C  14.4450  4.8790  2.9240
H  16.4640  5.1640  2.6900
H  17.0910  3.1880  3.9230
H  14.4980  2.1400  5.0960
H  12.5400  3.8780  3.9010
H  14.0270  5.9240  2.5030
N  16.0270  12.5990  -0.2450
C  14.9140  12.0090  -0.7720
C  14.5650  12.5610  -2.1510
C  15.5420  13.6090  -2.2960
C  16.6110  13.6070  -1.1210
H  16.5600  12.4830  0.6290
H  14.3980  11.1720  -0.0480
H  13.8110  12.1830  -2.5610
H  15.8630  14.2310  -2.9600
H  17.4470  14.2770  -0.8580
N  16.0360  12.7800  7.3030
C  14.8740  12.0870  6.8020
C  13.7140  12.6870  7.6160
C  14.2470  13.7300  8.5850
C  15.7290  13.6590  8.3500
H  16.8980  12.6330  6.8980
H  14.8960  11.3530  6.0390
H  12.8000  12.4790  7.4070
H  13.5610  14.4390  9.1350
H  16.4900  14.2900  8.8140
N  18.3710  11.9580  4.6430
C  17.9670  10.6920  5.2610
C  18.8500  10.6420  6.5490
C  19.7450  11.7640  6.6370
C  19.4750  12.5310  5.3120
H  17.9360  12.2660  3.6760
H  17.1560  9.9380  4.8520
H  18.6880  9.8010  7.4090
H  20.5320  11.9540  7.3180
H  19.8110  13.7170  5.2390
N  12.0500  11.0200  3.3640
C  11.8270  12.0160  4.2540
C  10.3820  12.3760  4.0250
C  9.8990  11.5200  2.8450
C  11.0470  10.5710  2.5240
H  12.9300  10.4580  3.3660
H  12.6770  12.4680  4.8200
H  10.0040  13.4480  4.3480
H  8.9930  11.4770  2.2610
H  11.1560  9.9790  1.7820
N  15.6500  6.0870  5.4690
C  15.6920  7.4760  5.5490
C  16.1310  7.9620  6.9000
C  16.2930  6.6930  7.6820
C  16.0040  5.5260  6.6990
H  15.5640  5.5840  4.5590
H  15.5960  7.9420  4.5700
H  16.5120  8.8810  7.2350
H  16.6040  6.5750  8.7190
H  16.0350  4.4890  6.9330
N  17.4210  10.7060  -1.9740
C  18.1700  11.0690  -3.0590
C  18.4650  9.6480  -3.6310
C  18.0990  8.6640  -2.6110
C  17.3330  9.4040  -1.6240
H  16.8450  11.3130  -1.5240
H  18.3240  12.0970  -3.5840
H  19.0210  9.4940  -4.4940
H  18.4510  7.6150  -2.4820
H  16.9030  9.1210  -0.5760


Record 3
Here is C5H10O2 in the gas phase from OMol25. Energies are from wB97M-V/def2-TZVPD.

The calculation puts the HOMO energy at -9.692 eV. Its structure (SMILES) is C[C@H]1OCC[C@H]1O. As for the strongest force on any atom: 0.0075 Eh/bohr. Its LUMO energy is 0.9 eV. The net charge is 0. The calculation puts the frontier orbital gap at 10.627 eV. For the calculated total energy, the calculation gives -346.97542 Ha.

Element x y z (Å)
C  -1.1281  0.6891  1.6670
C  -0.6127  -0.2898  0.6338
O  -1.2026  0.0179  -0.6414
C  -0.2188  -0.0815  -1.6587
C  0.9145  -0.8932  -1.0378
C  0.8999  -0.2752  0.3625
O  1.4436  1.0312  0.3496
H  -2.2212  0.7206  1.6268
H  -0.7339  1.6882  1.4682
H  -0.8274  0.3864  2.6757
H  -0.8998  -1.3163  0.9177
H  0.1622  0.9257  -1.9382
H  -0.6712  -0.4984  -2.5608
H  0.6526  -1.9559  -0.9742
H  1.8696  -0.7880  -1.5581
H  1.4679  -0.8388  1.1080
H  1.1053  1.4779  -0.4401


Record 4
Here is C18H17Cl2N4O6V as an isolated structure from OMol25. Energies are from wB97M-V/def2-TZVPD.

The calculation puts the HOMO energy (spin up / spin down) at -8.323 / -8.333 eV. As for the strongest force on any atom: 0.0094 Eh/bohr. Its multiplicity is 3. Its LUMO energy (spin up / spin down) is -0.2 / -0.1 eV. The net charge is 0. The calculation puts the frontier orbital gap (spin up / spin down) at 8.081 / 8.210 eV. For the calculated total energy, the calculation gives -3231.13969 Ha.

Element x y z (Å)
V  -0.5771  0.2979  0.5199
C  -1.9874  2.1994  3.9434
C  -0.9797  1.4419  3.1320
O  -1.1378  1.5584  1.8392
C  0.0064  0.7121  3.7429
C  1.0573  0.0425  3.0553
C  2.3037  -0.3427  3.7925
N  0.9573  -0.1734  1.7720
N  2.1120  -0.5702  1.1032
C  2.0098  -0.2098  -0.1337
O  0.9525  0.4557  -0.5784
C  3.0892  -0.5100  -1.0956
C  4.2032  -1.2490  -0.7009
C  5.2077  -1.5250  -1.6110
C  5.1085  -1.0682  -2.9206
C  4.0003  -0.3351  -3.3157
C  2.9904  -0.0564  -2.4059
H  -1.9709  3.2507  3.6525
H  -1.7987  2.1145  5.0106
H  -2.9836  1.8115  3.7215
H  0.0582  0.7510  4.8209
H  2.1555  -0.2594  4.8666
H  3.1212  0.3146  3.4928
H  2.6018  -1.3554  3.5271
H  4.2643  -1.6004  0.3198
H  6.0705  -2.1007  -1.3023
H  5.8941  -1.2868  -3.6324
H  3.9197  0.0185  -4.3354
H  2.1200  0.5115  -2.7034
O  -3.5151  -1.0753  -4.3337
C  -3.4691  0.2436  -4.2385
O  -3.9005  0.9738  -5.0934
C  -2.8235  0.8191  -3.0224
C  -2.7380  2.1740  -2.7798
N  -2.1124  2.3294  -1.6015
N  -1.7896  1.1569  -1.0584
C  -2.2046  0.2288  -1.9060
C  -1.9644  -1.1852  -1.4775
O  -2.3930  -2.1169  -2.1401
O  -1.3207  -1.2967  -0.3620
H  -3.1239  -1.5306  -3.5427
H  -3.0850  3.0027  -3.3727
H  -1.8965  3.1833  -1.1138
Cl  -1.9252  -1.9438  2.6840
C  -3.3487  -2.0885  1.6439
Cl  -4.0149  -0.4956  1.2435
H  -4.1068  -2.6526  2.1720
H  -3.0367  -2.5641  0.7223


Record 5
Here is C40H35N2O4PRuS3Se as an isolated structure at a distorted geometry from OMol25. Energies are from wB97M-V/def2-TZVPD.

The calculation puts the HOMO energy (spin up / spin down) at -2.935 / -3.357 eV. As for the strongest force on any atom: 0.0897 Eh/bohr. Its multiplicity is 2. Its LUMO energy (spin up / spin down) is 1.4 / 1.6 eV. The net charge is -1. The calculation puts the frontier orbital gap (spin up / spin down) at 4.292 / 4.958 eV. For the calculated total energy, the calculation gives -5987.98401 Ha.

Element x y z (Å)
Ru  -0.4083  1.4803  0.7362
O  -2.2575  2.3677  1.7783
S  -2.8221  3.2390  0.7189
O  -3.4673  4.4323  1.2028
O  -1.8688  3.4251  -0.3668
C  -4.1012  2.2384  -0.0300
C  -5.3593  2.7980  -0.2134
C  -6.3507  2.0888  -0.8659
C  -6.0752  0.8127  -1.3425
C  -4.8242  0.2546  -1.1446
C  -3.8137  0.9502  -0.4800
P  -2.2259  0.0764  -0.0984
C  -1.9372  -0.8470  -1.6468
C  -1.0665  -0.2458  -2.5567
C  -0.7933  -0.8425  -3.7816
C  -1.3900  -2.0498  -4.1070
C  -2.2648  -2.6541  -3.2141
C  -2.5397  -2.0596  -1.9921
C  -2.9238  -1.1348  1.0867
C  -2.4720  -2.4506  1.1545
C  -2.9970  -3.3338  2.0893
C  -3.9626  -2.9109  2.9889
C  -4.3912  -1.5900  2.9561
C  -3.8777  -0.7111  2.0153
H  -5.5303  3.7980  0.1620
H  -7.3291  2.5306  -1.0069
H  -6.8357  0.2444  -1.8637
H  -4.6387  -0.7462  -1.5124
H  -0.5828  0.6841  -2.2902
H  -0.0981  -0.3648  -4.4611
H  -1.1712  -2.5250  -5.0556
H  -2.7328  -3.5982  -3.4662
H  -3.2206  -2.5460  -1.3068
H  -1.7000  -2.7919  0.4811
H  -2.6297  -4.3522  2.1216
H  -4.3685  -3.6003  3.7189
H  -5.1320  -1.2397  3.6646
H  -4.2154  0.3175  2.0083
C  2.6225  5.1672  2.5556
O  2.1360  3.9502  3.1145
C  1.3857  3.1765  2.3234
S  0.7912  1.7391  2.9632
S  0.9852  3.5645  0.7418
H  3.2288  5.6267  3.3319
H  1.7950  5.8210  2.2801
H  3.2258  4.9720  1.6686
C  1.0015  0.8364  -0.4127
C  1.9178  0.4654  -1.1510
C  2.8318  0.0701  -2.1208
C  2.6002  0.4587  -3.4987
C  1.7155  1.5130  -3.7994
C  1.4268  1.8627  -5.1051
C  2.0045  1.1753  -6.1688
C  2.8783  0.1295  -5.8945
C  3.1751  -0.2240  -4.5888
C  3.9608  -0.7795  -1.7092
C  3.7884  -1.6885  -0.6564
C  4.8386  -2.4722  -0.2101
C  6.0962  -2.3673  -0.7948
C  6.2867  -1.4605  -1.8288
C  5.2355  -0.6763  -2.2809
H  1.2634  2.0546  -2.9768
H  0.7430  2.6810  -5.2970
H  1.7749  1.4480  -7.1910
H  3.3269  -0.4277  -6.7090
H  3.8307  -1.0651  -4.4063
H  2.8209  -1.7546  -0.1757
H  4.6672  -3.1685  0.6032
H  6.9186  -2.9797  -0.4454
H  7.2664  -1.3533  -2.2797
H  5.4058  0.0449  -3.0707
C  3.6002  -1.2436  3.3744
N  2.3524  -1.0982  4.0922
C  2.2060  -0.5805  5.3660
C  0.8862  -0.4868  5.6070
N  0.2315  -0.9535  4.4847
C  -1.1978  -0.9055  4.2417
C  1.1349  -1.3333  3.5466
Se  0.7464  -1.9915  1.8849
H  4.0714  -2.2034  3.5929
H  4.2712  -0.4325  3.6517
H  3.3893  -1.1868  2.3082
H  3.0511  -0.2978  5.9666
H  0.3532  -0.1005  6.4563
H  -1.7039  -0.6480  5.1700
H  -1.5445  -1.8716  3.8791
H  -1.4178  -0.1495  3.4861


Record 6
Here is C37H42HfN4P2 as an isolated structure at a distorted geometry from OMol25. Energies are from wB97M-V/def2-TZVPD.

The calculation puts the HOMO energy at -13.153 eV. As for the strongest force on any atom: 0.1327 Eh/bohr. Its LUMO energy is -7.7 eV. The net charge is +2. The calculation puts the frontier orbital gap at 5.494 eV. For the calculated total energy, the calculation gives -2384.08647 Ha.

Element x y z (Å)
Hf  -0.1996  0.8935  1.6715
C  -1.6890  1.7517  -5.3252
C  -1.7888  0.4564  -4.9967
C  -0.9454  -0.6104  -5.6438
C  0.5600  -0.2623  -5.8236
C  1.1821  0.5404  -4.7093
C  1.2373  1.8706  -4.7370
C  0.6749  2.6592  -5.9074
C  -0.7655  2.3005  -6.3745
C  1.5063  1.2856  3.0839
H  -2.3575  2.4985  -4.8809
H  -2.6185  0.0971  -4.3769
H  -1.3657  -0.8251  -6.6352
H  -1.0028  -1.5449  -5.0553
H  1.1087  -1.2112  -5.9052
H  0.6812  0.2470  -6.7960
H  1.6640  -0.0584  -3.9258
H  1.8119  2.4552  -4.0025
H  1.3472  2.5417  -6.7691
H  0.6546  3.7323  -5.6425
H  -1.2259  3.2332  -6.7397
H  -0.7124  1.6330  -7.2544
H  0.9328  1.5875  3.9859
H  2.1435  2.1295  2.7965
H  2.1766  0.4606  3.3836
P  1.7728  -0.1420  0.4620
P  -0.9801  -1.1792  0.6113
N  3.0898  0.9315  -0.1564
N  2.9445  -1.4049  1.1076
N  -1.6679  0.3650  -0.2236
N  -2.5094  -2.0160  0.7842
C  1.2471  -1.0079  -1.0517
C  -0.0049  -1.8851  -0.7717
C  3.2794  2.2768  0.1506
C  4.3357  2.7553  -0.6049
C  4.8228  1.6777  -1.3941
C  4.0507  0.5676  -1.1003
C  4.0824  -1.1722  1.8844
C  4.8461  -2.3302  1.9465
C  4.1499  -3.3384  1.2092
C  2.9794  -2.7523  0.7354
C  -1.4771  1.7890  0.1451
C  -1.9790  2.5194  -0.9645
C  -2.3368  1.6267  -1.9611
C  -2.0583  0.3326  -1.5220
C  -3.6343  -2.1494  -0.0424
C  -4.5891  -2.9063  0.6242
C  -4.0556  -3.2193  1.9165
C  -2.7974  -2.6618  1.9912
H  2.0734  -1.6037  -1.4570
H  1.0336  -0.2528  -1.8395
H  -0.6180  -1.9735  -1.6770
H  0.2509  -2.9210  -0.4749
H  2.6612  2.7449  0.9012
H  4.7139  3.7615  -0.5730
H  5.6440  1.7112  -2.0921
H  4.1027  -0.4553  -1.4579
H  4.2663  -0.1985  2.3106
H  5.8124  -2.4406  2.4141
H  4.4837  -4.3411  0.9947
H  2.1960  -3.1731  0.1224
H  -1.7856  2.0966  1.1881
H  -2.0689  3.5949  -0.9966
H  -2.7644  1.8427  -2.9338
H  -2.1222  -0.5992  -2.0679
H  -3.6783  -1.6773  -1.0098
H  -5.5561  -3.2082  0.2537
H  -4.5524  -3.7824  2.6921
H  -2.0868  -2.6072  2.7980
C  -0.5365  -0.3912  7.7540
C  0.4810  -0.6050  6.7956
C  0.2133  -0.5385  5.4291
C  -1.0399  -0.0897  4.9434
C  -1.3429  0.3155  3.5801
C  -2.6788  0.5404  3.2454
C  -3.7288  0.4424  4.1969
C  -3.4499  0.1580  5.5095
C  -2.1140  -0.0556  5.9229
C  -1.8389  -0.1942  7.3016
H  -0.3235  -0.3872  8.8276
H  1.4815  -0.8303  7.1497
H  0.9822  -0.8192  4.7108
H  -2.9737  0.7793  2.2113
H  -4.7482  0.6001  3.8583
H  -4.2404  0.1050  6.2608
H  -2.6686  -0.0859  8.0118


Record 7
Here is a 12-piece molecular cluster, H24O12 overall at a distorted geometry from OMol25. Energies are from wB97M-V/def2-TZVPD.

The calculation puts the HOMO energy (spin up / spin down) at 0.130 / -7.361 eV. As for the strongest force on any atom: 0.0225 Eh/bohr. Its multiplicity is 2. Its LUMO energy (spin up / spin down) is 2.4 / 2.3 eV. The net charge is -1. The calculation puts the frontier orbital gap (spin up / spin down) at 2.262 / 9.670 eV. For the calculated total energy, the calculation gives -917.26263 Ha.

Element x y z (Å)
O  -0.3413  -1.6238  2.2700
H  -0.3295  -1.2838  1.3753
H  -1.2643  -1.6019  2.5228
O  2.0844  2.3672  -1.8549
H  1.6727  1.5055  -1.9201
H  3.0066  2.1799  -1.6798
O  3.0489  0.2881  0.7118
H  3.6023  0.4843  1.4677
H  3.6316  0.3784  -0.0422
O  0.3378  0.4402  -3.1400
H  0.3624  0.6844  -4.0652
H  -0.5216  0.0360  -3.0212
O  -0.4051  -3.0205  -0.3550
H  -0.7658  -3.6892  0.2272
H  0.5437  -3.1171  -0.2728
O  -2.9670  -0.5911  2.0882
H  -2.7661  -0.2272  1.2260
H  -3.6836  -0.0481  2.4168
O  -2.4873  0.1950  -3.3575
H  -2.9340  1.0062  -3.1153
H  -2.6759  -0.4070  -2.6376
O  2.5345  -1.6998  2.3776
H  2.6080  -0.8398  1.9636
H  1.5979  -1.8070  2.5435
O  0.0240  1.4902  2.5797
H  -0.1608  0.8080  1.9342
H  0.7139  2.0191  2.1790
O  -0.2821  0.0669  0.1978
H  0.6390  0.2095  -0.0201
H  -0.6966  -0.1443  -0.6388
O  -2.4665  -1.4605  -1.0731
H  -3.1457  -1.7663  -0.4720
H  -1.6486  -1.7848  -0.6960
O  0.7716  3.8264  0.3109
H  0.6778  3.0377  -0.2233
H  1.6845  4.0890  0.1930


Record 8
Here is a 2-piece molecular cluster, C3H10NO overall at a distorted geometry from OMol25. Energies are from wB97M-V/def2-TZVPD.

The calculation puts the HOMO energy at -15.186 eV. As for the strongest force on any atom: 0.0611 Eh/bohr. Its LUMO energy is -4.7 eV. The net charge is +1. The calculation puts the frontier orbital gap at 10.511 eV. For the calculated total energy, the calculation gives -249.98551 Ha.

Element x y z (Å)
C  2.2706  -0.0582  -0.2938
O  1.5118  -0.8173  0.7397
H  1.7718  -0.1138  -1.2452
H  3.3209  -0.3499  -0.4961
H  2.2262  0.9071  0.0338
H  1.8490  -1.6229  1.1324
C  -1.9631  -0.7643  -0.0645
C  -1.1670  1.5365  0.0472
N  -0.9856  0.3109  0.2490
H  -1.4963  -1.0944  -1.0444
H  -1.8684  -1.5857  0.6710
H  -2.9587  -0.2568  -0.1909
H  -2.1319  1.7635  -0.2357
H  -0.3793  2.1818  0.3442
H  0.0001  -0.0365  0.3535